(1)
ORCA calculation (wB97M-V/def2-TZVPD) on the molecule CH2Cl2S2.

Geometry as XYZ:
```
7
Properties=species:S:1:pos:R:3:forces:R:3:lowdin_charge:R:1
C -0.959 -0.258 0.411 3.9 2.3 -2.4 -1.23
S 1.515 0.429 -1.282 1.7 0.4 1.4 0.19
S 0.284 -1.110 -1.061 -1.5 0.5 2.1 0.24
Cl -1.712 1.159 -0.344 -0.1 -0.5 0.3 0.48
Cl 0.173 0.352 1.705 -1.3 -1.0 -0.6 0.45
H -1.694 -0.928 0.664 -1.3 -1.6 1.1 -0.02
H 2.393 0.356 -0.093 -1.4 -0.2 -1.9 -0.11
```
Forces are in eV/Å.

E_HOMO	-9.371	eV
relative energy (zero: lowest compared OMol25 entry of this formula, charge and spin)	0.5189	eV
orbital gap	9.509	eV
LUMO	0.138	eV
structure (SMILES)	SSC(Cl)Cl
energy	-47783.7841	eV
spin multiplicity	1
molar mass	149.07	u

=====

(2)
ORCA calculation (wB97M-V/def2-TZVPD) on the molecule CH2ClF.

Geometry as XYZ:
```
5
Properties=species:S:1:pos:R:3:forces:R:3:lowdin_charge:R:1
C -0.157 0.080 -0.038 0.2 -1.8 -2.5 -0.55
H -0.990 -0.196 -0.786 1.4 0.0 1.6 0.13
H -0.318 0.267 0.937 -2.1 0.8 3.0 0.00
F 0.464 1.165 -0.495 0.9 0.6 -0.9 -0.05
Cl 1.001 -1.317 0.382 -0.4 0.4 -1.1 0.47
```
Forces are in eV/Å.

E_HOMO	-11.133	eV
relative energy (zero: lowest compared OMol25 entry of this formula, charge and spin)	0.5348	eV
orbital gap	12.135	eV
LUMO	1.001	eV
structure (SMILES)	FCCl
energy	-16308.5635	eV
spin multiplicity	1
molar mass	68.48	u

=====

(3)
ORCA calculation (wB97M-V/def2-TZVPD) on a cluster of 4 separate species, CH2ClF2N3 in total.

Geometry as XYZ:
```
9
Properties=species:S:1:pos:R:3:forces:R:3:lowdin_charge:R:1
C -1.914 2.308 0.974 0.2 0.1 0.4 -0.39
N 1.109 1.300 0.148 1.4 0.9 -0.8 0.01
N 1.923 1.855 -0.344 -1.3 -0.9 0.8 0.02
N -2.102 1.986 -0.099 -0.4 -0.4 -1.5 0.16
F -1.654 2.636 2.149 0.2 0.3 1.1 0.20
F 4.827 -2.660 2.181 -2.7 0.8 -1.0 -0.14
Cl -3.217 -2.407 -2.810 0.2 -0.1 -0.6 0.23
H -2.900 -2.606 -4.055 -0.2 0.1 0.6 -0.24
H 3.928 -2.412 1.856 2.7 -0.8 1.0 0.14
```
Forces are in eV/Å.

E_HOMO	-11.731	eV
relative energy (zero: lowest compared OMol25 entry of this formula, charge and spin)	0.0000	eV
orbital gap	12.178	eV
LUMO	0.447	eV
structure (SMILES)	N#CF.N#N.Cl.F
energy	-23496.3521	eV
spin multiplicity	1
molar mass	129.50	u